(1)
{
  "formula": "C3H11OPSi",
  "method": "ωB97M-V with the def2-TZVPD basis set",
  "max_force_ev_per_a": 4.049,
  "total_charge": 0,
  "smiles": "C=[Si](C)C.OP",
  "e_above_lowest_kcal_mol": 82.67,
  "species": ["C", "C", "C", "O", "Si", "P", "H", "H", "H", "H", "H", "H", "H", "H", "H", "H", "H"],
  "coordinates": [[3.19449, 0.30958, 0.83769], [0.48174, 1.71066, 0.08558], [0.59947, -1.59812, -0.24880], [-4.59910, -0.50473, -0.84756], [1.37675, -0.06451, 0.07017], [-2.93062, -0.45772, -0.71397], [3.36155, 0.04586, 1.84088], [3.80220, -0.30854, 0.18492], [3.37735, 1.30708, 0.58237], [-0.56346, 1.34029, 0.20917], [0.82168, 2.37778, 0.88393], [0.76818, 2.21021, -0.84737], [1.26927, -2.48230, 0.00076], [-2.69254, -1.93117, -0.46058], [-0.42318, -1.75195, -0.42430], [-4.92705, -0.11592, -1.74573], [-2.91673, -0.08648, 0.59282]],
  "forces_ev_per_a": [[-2.104, -2.227, -2.648], [0.458, -2.156, -0.221], [3.280, 0.688, 1.399], [-0.722, 1.083, -2.446], [0.116, 1.139, 1.451], [-0.371, -1.707, -1.362], [-0.011, -0.175, 1.273], [0.614, -0.116, 0.133], [0.343, 1.588, -0.008], [0.481, 1.188, -0.454], [-0.168, -0.521, 0.160], [-0.790, -0.138, -0.036], [-1.136, 1.001, -0.570], [-0.247, 1.588, -0.069], [-1.021, -0.266, -0.484], [1.127, -1.095, 2.510], [0.150, 0.126, 1.372]]
}

***

(2)
{
  "formula": "C3H11P2S",
  "method": "ωB97M-V with the def2-TZVPD basis set",
  "max_force_ev_per_a": 3.844,
  "total_charge": 1,
  "e_above_lowest_kcal_mol": 3.76,
  "species": ["C", "C", "C", "P", "P", "S", "H", "H", "H", "H", "H", "H", "H", "H", "H", "H", "H"],
  "coordinates": [[-0.23964, 0.69830, -1.53228], [1.88432, -1.18043, -0.73206], [-2.37165, -0.35461, 0.96500], [1.67752, 1.57548, 1.12030], [0.63480, -0.00237, -0.04836], [-0.86648, -1.44626, 1.10942], [-0.89216, -0.07869, -1.94887], [0.53873, 1.10147, -2.12477], [-0.75283, 1.64241, -1.27117], [1.14230, -1.70481, -1.37400], [2.25219, -1.80625, 0.17880], [2.66470, -0.61769, -1.22732], [-3.20528, -1.07901, 1.16052], [-2.33112, 0.20313, 0.07860], [-2.46761, 0.20069, 1.90753], [0.50371, 2.19073, 1.46609], [1.82851, 0.65791, 2.27257]],
  "forces_ev_per_a": [[-0.387, 0.396, 2.112], [-1.557, -0.356, 2.250], [-0.055, -2.149, 3.187], [0.835, -1.484, 0.066], [-1.176, -1.353, 0.857], [1.357, 2.378, -1.727], [0.331, 0.429, -0.206], [0.945, -0.280, -1.257], [-0.389, -0.757, 0.181], [1.284, -0.371, 0.035], [-0.510, 0.878, -1.949], [0.134, -0.196, -0.250], [0.492, 0.528, -1.262], [-0.571, 0.574, -1.069], [0.503, 0.591, -0.621], [-0.892, 0.303, 0.542], [-0.343, 0.870, -0.889]]
}

***

(3)
{
  "formula": "C3H12Cl2O3P2S",
  "method": "ωB97M-V with the def2-TZVPD basis set",
  "max_force_ev_per_a": 0.332,
  "total_energy_ha": -2348.45369,
  "total_charge": 0,
  "smiles": "COC[PH3]P(O)(O)=S.ClCCl",
  "species": ["C", "O", "C", "P", "P", "O", "O", "S", "H", "H", "H", "H", "H", "H", "H", "H", "H", "H", "C", "Cl", "Cl", "H", "H"],
  "coordinates": [[0.62400, -1.34143, 0.12937], [1.27740, -0.30198, 0.82902], [0.80338, 0.99330, 0.53892], [-1.05448, 1.24276, 0.45075], [-3.35352, 1.58516, 0.35078], [-3.98397, 1.41175, 1.85317], [-3.93662, 0.22297, -0.31700], [-3.82868, 3.19261, -0.58329], [0.56014, -1.13778, -0.94459], [-0.38024, -1.54373, 0.51938], [1.22353, -2.23979, 0.26532], [1.23034, 1.35994, -0.41041], [1.16046, 1.64553, 1.34195], [-1.24461, 0.56968, 1.70887], [-1.20644, 0.66630, -0.83717], [-0.91674, 2.65232, 0.46340], [-3.32355, 1.42736, 2.55357], [-4.47731, -0.28719, 0.29613], [4.31260, -2.00612, -1.61588], [3.23695, -0.69335, -2.10988], [3.46391, -3.55002, -1.45881], [5.07952, -2.11782, -2.37206], [4.73394, -1.75044, -0.65155]],
  "forces_ev_per_a": [[0.121, -0.141, -0.127], [-0.171, -0.040, 0.282], [0.079, 0.035, -0.154], [0.004, 0.107, 0.183], [0.012, -0.037, 0.072], [-0.018, -0.039, -0.073], [0.037, 0.004, -0.070], [-0.018, 0.006, 0.005], [-0.016, 0.026, 0.011], [-0.011, 0.092, -0.014], [-0.012, 0.019, 0.003], [-0.052, -0.004, -0.018], [0.058, -0.007, -0.024], [-0.014, -0.102, -0.073], [-0.023, -0.044, 0.037], [-0.002, 0.008, -0.086], [0.032, 0.065, 0.047], [-0.035, 0.014, 0.033], [-0.001, 0.014, 0.033], [0.034, 0.037, -0.071], [-0.005, -0.009, -0.001], [0.002, 0.001, 0.006], [0.000, -0.007, 0.000]]
}

***

(4)
{
  "formula": "C3H12Cl3O3V",
  "method": "ωB97M-V with the def2-TZVPD basis set",
  "s_squared": 6.01,
  "max_force_ev_per_a": 2.252,
  "spin_multiplicity": 5,
  "total_charge": -2,
  "e_above_lowest_kcal_mol": 3.91,
  "species": ["V", "Cl", "Cl", "Cl", "C", "O", "H", "H", "H", "H", "C", "O", "H", "H", "H", "H", "C", "O", "H", "H", "H", "H"],
  "coordinates": [[-0.32813, 0.45905, -0.31189], [1.90042, 1.06210, 1.02411], [-2.50067, -0.61848, -1.47010], [-0.31231, 2.44570, -1.90632], [1.80725, -0.67534, -2.65016], [0.98844, -1.05172, -1.52683], [1.51893, 0.18222, -3.25808], [2.86391, -0.53535, -2.42218], [1.66737, -1.45149, -3.40257], [1.25511, -1.95528, -1.34226], [0.28272, -2.49904, 1.25427], [-0.56567, -1.33034, 1.06064], [1.33562, -2.27529, 1.08265], [0.18602, -2.68393, 2.32411], [-0.03242, -3.29370, 0.57803], [-1.43700, -1.52023, 1.41605], [-1.19984, 2.72404, 1.82060], [-1.80552, 1.73830, 0.91275], [-1.92033, 3.38138, 2.30732], [-0.59690, 2.33317, 2.64022], [-0.51565, 3.39511, 1.30133], [-2.59131, 2.16903, 0.56837]],
  "forces_ev_per_a": [[-0.001, -0.596, -0.450], [-0.748, -0.051, -0.242], [0.389, 0.366, 0.494], [0.099, -0.295, 0.293], [-0.224, -0.513, -0.968], [0.339, 1.626, -0.870], [-0.768, 0.547, 1.124], [-0.045, -0.222, 0.422], [0.487, -0.505, 0.033], [-0.172, -0.461, 0.538], [-0.550, 0.773, 0.446], [0.858, 0.539, -0.413], [-0.149, 0.471, -0.231], [0.110, -0.931, 0.020], [-0.060, -0.206, 0.261], [-0.091, -0.049, -0.338], [0.300, 0.502, -0.240], [1.008, 0.787, 1.854], [-0.661, -0.234, -0.198], [-0.203, -0.981, -0.413], [-0.019, -0.247, -0.523], [0.102, -0.322, -0.598]]
}

***

(5)
{
  "formula": "C3H12ClNOSi3",
  "method": "ωB97M-V with the def2-TZVPD basis set",
  "max_force_ev_per_a": 4.484,
  "total_charge": 0,
  "e_above_lowest_kcal_mol": 22.54,
  "species": ["C", "C", "C", "N", "O", "Si", "Si", "Si", "Cl", "H", "H", "H", "H", "H", "H", "H", "H", "H", "H", "H", "H"],
  "coordinates": [[-0.69029, 1.39367, -0.77602], [-0.30922, 1.28525, 1.45191], [-1.90107, -0.32978, 0.33988], [-0.87218, 0.69484, 0.29950], [0.24281, 2.14973, -0.99126], [4.18480, 1.37657, 0.53392], [-1.56484, -3.64319, -0.34765], [-0.96571, -1.91402, 1.08817], [2.86476, -0.19645, 0.79329], [-1.34857, 1.15346, -1.62669], [-0.99584, 0.92689, 2.25739], [0.69318, 0.93064, 1.71938], [-0.20165, 2.35468, 1.33207], [-2.90638, -0.11548, 0.73266], [-2.06919, -0.62512, -0.65200], [5.58658, 0.88580, 0.61926], [3.64011, 2.43580, 1.67038], [3.90663, 1.98488, -0.76720], [-2.69952, -3.40073, -1.40470], [-1.93628, -5.04291, 0.07879], [-0.36107, -3.55252, -1.22844]],
  "forces_ev_per_a": [[1.167, 0.575, -4.292], [0.131, -1.033, 2.740], [0.689, -1.292, 0.999], [-1.257, -0.593, 0.998], [-0.169, 0.586, 0.600], [-1.234, 1.339, 1.440], [-1.850, -0.333, -1.785], [0.038, 0.755, 0.812], [0.304, -0.229, -0.129], [-0.363, -0.103, 0.157], [0.669, 0.993, -0.021], [-0.215, -0.167, -0.248], [-0.457, 0.245, 0.161], [0.426, 0.429, 0.376], [-0.350, -0.249, -1.664], [-0.323, 0.184, 0.197], [1.173, -1.370, -1.419], [0.121, -0.014, -0.159], [0.739, 0.071, 0.848], [0.609, 0.465, 0.171], [0.152, -0.260, 0.216]]
}

***

(6)
{
  "formula": "C3H12N",
  "method": "ωB97M-V with the def2-TZVPD basis set",
  "max_force_ev_per_a": 1.787,
  "total_charge": 1,
  "e_above_lowest_kcal_mol": 11.14,
  "species": ["N", "H", "H", "H", "H", "C", "C", "C", "H", "H", "H", "H", "H", "H", "H", "H"],
  "coordinates": [[-1.48689, 0.23367, 1.88422], [-1.74022, 1.09428, 1.39261], [-0.80152, 0.49099, 2.59663], [-0.93534, -0.36738, 1.26175], [-2.29941, -0.23109, 2.27925], [1.26979, -0.77951, 0.05897], [0.70852, 0.49365, -0.57129], [-0.06615, 0.13346, -1.86250], [1.88351, -1.26955, -0.70202], [2.01096, -0.57708, 0.82923], [0.53986, -1.50917, 0.42345], [0.01907, 1.07810, 0.02992], [1.53943, 1.10844, -0.89590], [-0.61704, -0.80674, -1.83262], [0.64492, -0.05007, -2.65736], [-0.66951, 0.95800, -2.23434]],
  "forces_ev_per_a": [[0.904, 0.335, -0.070], [-0.182, -0.159, -0.091], [-0.262, 0.079, 0.457], [-0.351, -0.189, -0.364], [-0.098, -0.133, 0.088], [0.767, 0.391, -0.021], [-0.637, -1.044, -1.302], [0.549, 0.059, -0.284], [-0.373, -0.237, -0.061], [-0.215, 0.108, 0.433], [-0.084, -0.010, -0.088], [0.279, 0.304, 0.535], [0.040, 0.416, 0.396], [-0.403, 0.165, 0.411], [0.366, -0.023, -0.201], [-0.300, -0.060, 0.160]]
}

***

(7)
{
  "formula": "C3H12N2",
  "method": "ωB97M-V with the def2-TZVPD basis set",
  "max_force_ev_per_a": 2.814,
  "total_charge": 0,
  "smiles": "CNC.CN",
  "e_above_lowest_kcal_mol": 23.74,
  "species": ["C", "N", "H", "H", "H", "H", "H", "C", "N", "C", "H", "H", "H", "H", "H", "H", "H"],
  "coordinates": [[4.09432, -0.44583, 0.27403], [3.38606, -0.21631, -1.05076], [3.55162, -0.01597, 1.13039], [4.19955, -1.50849, 0.37246], [5.12738, 0.05089, 0.25073], [3.28438, 0.73960, -1.23605], [2.46163, -0.67322, -0.99352], [-2.45473, 0.84880, -0.78103], [-2.46159, -0.37995, 0.03372], [-2.81678, 0.03951, 1.40053], [-2.30710, 0.61641, -1.79012], [-1.72121, 1.59231, -0.42499], [-3.49813, 1.26633, -0.62984], [-1.59885, -0.97320, -0.13221], [-3.79206, 0.43474, 1.25944], [-2.96585, -0.76962, 2.09849], [-2.14950, 0.75911, 1.85331]],
  "forces_ev_per_a": [[0.381, 1.703, -1.293], [0.374, -2.288, 1.594], [0.131, -0.252, -0.134], [0.210, -0.447, 0.298], [-1.441, -0.836, -0.090], [-0.368, 1.489, -0.205], [0.708, 0.633, -0.169], [-1.310, -0.081, 2.078], [1.122, -0.255, -0.305], [0.488, -1.284, -0.743], [0.262, -0.224, -1.561], [-0.146, -0.043, -0.187], [1.234, -0.099, -0.514], [-1.367, 1.262, 0.841], [-0.868, 0.844, 0.263], [0.306, -0.588, 0.042], [0.282, 0.467, 0.085]]
}